Record 1
A 15-piece molecular cluster, C35H89N11O34 overall in a non-equilibrium geometry, computed with ωB97M-V with the def2-TZVPD basis set.

The maximum force comes out at 3.44 eV Å⁻¹. Its highest occupied orbital energy is -0.34323 Eh. The charge is 0. For the total energy, the calculation gives -4546.08124 Ha. The spin multiplicity is 1.

Each line ends with the Mulliken charge.
Element x y z (Å)
C -26.515 -15.191 19.988  -0.69
O -26.009 -13.989 19.448  -0.38
C -24.653 -14.129 18.902  -0.39
C -24.269 -12.716 18.395  -0.10
O -23.101 -12.167 19.123  -0.39
C -22.715 -10.908 18.448  0.52
C -23.696 -9.765 18.747  -0.69
O -23.446 -8.703 17.827  -0.33
C -22.877 -7.547 18.423  -0.76
H -26.949 -15.841 19.147  0.24
H -27.312 -14.929 20.695  0.24
H -25.707 -15.755 20.418  0.29
H -24.745 -14.767 18.026  0.21
H -23.956 -14.623 19.661  0.25
H -25.098 -11.994 18.495  0.25
H -24.042 -12.860 17.328  0.08
H -22.636 -11.129 17.394  -0.11
H -21.768 -10.670 18.909  0.19
H -23.771 -9.401 19.753  0.40
H -24.697 -10.184 18.498  0.27
H -22.425 -6.930 17.651  0.24
H -22.077 -7.773 19.106  0.32
H -23.657 -6.974 18.928  0.30
C -20.810 -15.118 19.024  -0.31
O -19.575 -14.482 19.295  -0.28
C -19.720 -13.453 20.203  0.09
C -18.387 -12.730 20.443  -0.60
O -17.959 -12.033 19.261  0.29
C -16.545 -11.770 19.481  -1.21
C -16.271 -10.622 20.415  -0.44
O -16.636 -10.822 21.778  0.10
C -15.817 -11.660 22.510  -0.93
H -20.967 -15.874 19.800  0.48
H -20.783 -15.595 18.026  -0.10
H -21.657 -14.413 19.077  -0.01
H -20.048 -13.835 21.172  0.53
H -20.551 -12.784 19.827  -0.36
H -17.710 -13.526 20.722  0.31
H -18.356 -12.005 21.302  0.05
H -16.158 -11.410 18.545  0.50
H -16.048 -12.646 19.798  0.66
H -16.722 -9.711 20.054  -0.17
H -15.177 -10.559 20.383  0.56
H -15.934 -12.719 22.230  0.28
H -16.112 -11.487 23.552  0.23
H -14.779 -11.360 22.339  0.33
C -20.891 -14.263 5.461  -0.94
O -21.202 -13.426 6.530  0.04
C -21.806 -12.172 6.287  -0.80
C -21.742 -11.320 7.626  -0.33
O -22.542 -11.702 8.640  -0.28
C -22.473 -10.963 9.845  0.36
C -23.496 -11.463 10.809  -1.07
O -23.133 -12.651 11.479  0.37
C -24.220 -13.254 12.069  -0.87
H -21.842 -14.761 5.159  0.29
H -20.232 -15.085 5.728  0.24
H -20.574 -13.689 4.544  0.36
H -22.807 -12.241 6.001  0.40
H -21.236 -11.627 5.517  0.45
H -22.021 -10.275 7.310  0.37
H -20.736 -11.274 7.937  0.08
H -22.634 -9.886 9.660  0.55
H -21.466 -11.101 10.197  -0.53
H -24.422 -11.649 10.204  0.35
H -23.640 -10.671 11.526  0.49
H -23.806 -13.998 12.744  0.10
H -24.943 -13.689 11.374  0.26
H -24.789 -12.496 12.654  0.34
C -18.329 -8.903 17.101  -0.20
O -18.799 -9.885 16.195  -0.16
C -19.606 -10.902 16.854  1.43
C -19.331 -12.196 16.120  -1.81
O -19.779 -12.133 14.764  0.87
C -19.057 -12.913 13.865  -0.24
C -19.894 -13.112 12.571  -0.59
O -19.879 -11.979 11.696  0.59
C -18.822 -11.847 10.760  -0.94
H -17.952 -8.105 16.468  -0.22
H -17.589 -9.308 17.797  -0.06
H -19.066 -8.323 17.677  0.36
H -20.642 -10.607 16.852  -0.54
H -19.290 -11.034 17.903  -0.20
H -19.812 -13.055 16.566  0.25
H -18.259 -12.434 16.113  0.21
H -18.901 -13.981 14.200  0.41
H -18.081 -12.419 13.680  0.07
H -20.979 -13.261 12.797  -0.35
H -19.540 -13.996 12.059  0.27
H -17.890 -11.406 11.136  0.00
H -19.185 -11.107 10.083  0.35
H -18.626 -12.864 10.336  0.29
C -17.857 -13.339 7.709  -0.15
N -17.530 -12.787 6.406  0.93
O -18.024 -13.277 5.391  -0.54
O -16.862 -11.790 6.460  -0.56
H -18.168 -14.366 7.633  0.23
H -18.558 -12.629 8.061  -0.18
H -16.923 -13.473 8.320  0.31
C -16.946 -15.289 17.400  -0.59
N -15.935 -15.100 16.274  1.01
O -15.049 -14.282 16.495  -0.55
O -15.995 -15.745 15.265  -0.60
H -17.258 -14.406 17.891  -0.07
H -16.325 -15.887 18.058  0.42
H -17.701 -15.877 16.971  0.33
C -19.198 -9.182 23.412  -0.73
N -19.507 -9.195 21.928  1.02
O -20.470 -9.908 21.635  -0.58
O -18.751 -8.526 21.218  -0.48
H -18.594 -8.261 23.603  0.25
H -18.651 -10.139 23.582  0.18
H -20.114 -9.132 23.933  0.34
C -15.603 -6.511 21.157  -0.81
N -15.244 -7.568 22.165  0.98
O -14.624 -8.505 21.729  -0.51
O -15.497 -7.285 23.309  -0.58
H -16.464 -5.938 21.472  0.29
H -15.764 -6.973 20.172  0.25
H -14.743 -5.852 21.228  0.38
C -14.084 -13.692 13.104  -0.57
N -15.184 -12.894 12.422  0.97
O -15.382 -11.744 12.793  -0.53
O -15.756 -13.459 11.530  -0.53
H -14.592 -14.308 13.831  0.09
H -13.367 -12.987 13.512  0.27
H -13.662 -14.298 12.348  0.31
C -18.309 -9.698 13.110  -0.15
N -18.298 -8.626 12.132  1.47
O -19.334 -8.315 11.647  -0.66
O -17.205 -8.221 11.819  -0.66
H -17.363 -10.277 13.020  0.25
H -19.204 -10.336 12.981  -0.18
H -18.319 -9.268 14.131  -0.11
C -15.699 -4.910 16.312  -0.96
N -16.145 -5.989 17.178  1.04
O -16.913 -5.680 18.088  -0.56
O -15.673 -7.052 16.924  -0.49
H -14.993 -4.351 16.943  0.33
H -16.469 -4.337 15.839  0.30
H -15.202 -5.366 15.493  0.36
C -22.013 -14.630 9.422  -0.60
N -21.503 -15.465 10.560  1.10
O -20.288 -15.652 10.545  -0.62
O -22.225 -15.886 11.469  -0.62
H -23.036 -14.769 9.350  0.30
H -21.492 -15.058 8.571  0.28
H -21.700 -13.618 9.532  0.15
C -21.788 -16.387 14.988  -0.60
N -22.877 -15.711 15.733  0.89
O -22.831 -14.492 15.678  -0.27
O -23.703 -16.395 16.227  -0.61
H -20.986 -16.535 15.680  0.18
H -21.457 -15.813 14.144  0.08
H -22.192 -17.360 14.710  0.37
C -18.906 -5.315 12.090  -0.80
N -17.949 -5.465 13.259  0.94
O -18.047 -6.422 13.981  -0.46
O -17.061 -4.611 13.390  -0.59
H -18.756 -4.342 11.652  0.31
H -19.858 -5.405 12.552  0.29
H -18.672 -6.088 11.408  0.30
C -21.990 -9.692 14.618  0.48
N -22.455 -8.490 13.858  1.21
O -23.127 -8.656 12.899  -0.68
O -22.197 -7.401 14.301  -0.68
H -22.127 -10.502 13.898  -0.22
H -22.701 -9.670 15.469  0.19
H -20.967 -9.462 14.968  -0.32

Record 2
A 2-piece molecular cluster, C25H30B2Cl3O3S overall in a non-equilibrium geometry, computed with ωB97M-V with the def2-TZVPD basis set.

The maximum force comes out at 4.38 eV Å⁻¹. Its highest occupied orbital energy is -0.15715 Eh. The charge is -1. For the total energy, the calculation gives -3025.09094 Ha. The spin multiplicity is 1.

Each line ends with the Mulliken charge.
Element x y z (Å)
Cl 4.685 -4.121 1.801  -0.30
B 3.920 -4.318 0.132  0.64
Cl 4.536 -5.878 -0.696  -0.31
Cl 2.030 -4.359 0.250  -0.26
O 4.254 -3.098 -0.706  -0.48
C 3.847 -2.920 -1.907  -0.07
C 4.512 -1.949 -2.740  0.55
C 4.320 -1.952 -4.151  -0.50
C 4.893 -0.955 -4.942  -0.52
C 5.751 -0.011 -4.367  -0.34
C 6.091 -0.112 -3.008  -0.46
C 5.520 -1.097 -2.214  -0.33
H 3.160 -3.661 -2.345  0.38
H 3.711 -2.725 -4.594  0.39
H 4.647 -0.885 -6.002  0.37
H 6.155 0.805 -4.969  0.38
H 6.785 0.604 -2.564  0.37
H 5.834 -1.225 -1.180  0.45
C 1.297 4.519 -3.410  -1.45
C 0.488 3.664 -2.494  1.26
C -0.402 2.728 -3.029  -0.82
C -1.151 1.896 -2.184  -0.51
C -0.987 1.984 -0.805  0.09
B -1.817 0.931 0.159  2.09
C -3.262 1.702 0.435  0.19
C -4.456 1.605 -0.251  -1.10
C -5.503 2.409 0.335  -0.56
C -5.134 3.061 1.496  0.57
C -5.951 4.024 2.299  -1.20
S -3.474 2.649 1.882  -0.28
O -2.148 -0.281 -0.516  -0.75
C -1.367 -1.240 0.170  1.92
C -2.035 -2.603 0.068  -1.90
C 0.024 -1.257 -0.468  -1.56
C -1.304 -0.620 1.674  1.63
C -2.600 -0.879 2.435  -2.02
C -0.113 -1.081 2.503  -1.83
O -1.162 0.764 1.411  -0.72
C -0.142 2.942 -0.258  -0.67
C 0.609 3.775 -1.103  -0.83
H 1.935 5.189 -2.835  0.33
H 1.926 3.901 -4.056  0.30
H 0.645 5.114 -4.054  0.30
H -0.502 2.631 -4.114  0.29
H -1.876 1.195 -2.601  0.37
H -4.620 1.006 -1.149  0.42
H -6.499 2.515 -0.087  0.27
H -6.965 4.107 1.886  0.33
H -6.029 3.705 3.349  0.26
H -5.487 5.023 2.273  0.25
H -1.436 -3.360 0.600  0.26
H -3.051 -2.573 0.482  0.40
H -2.099 -2.888 -0.991  0.43
H 0.646 -2.072 -0.072  -0.14
H -0.097 -1.402 -1.549  0.45
H 0.528 -0.291 -0.312  0.21
H -2.680 -1.945 2.689  0.39
H -2.588 -0.307 3.369  0.41
H -3.483 -0.577 1.858  0.32
H -0.142 -2.174 2.632  0.27
H 0.829 -0.791 2.024  0.33
H -0.173 -0.602 3.489  0.46
H -0.074 3.061 0.828  0.36
H 1.305 4.506 -0.681  0.20

Record 3
A single C5H6BrF molecule in a non-equilibrium geometry, computed with ωB97M-V with the def2-TZVPD basis set.

The maximum force comes out at 3.52 eV Å⁻¹. Its highest occupied orbital energy (alpha / beta) is -0.31214 / -0.30121 Eh. The charge is 0. For the total energy, the calculation gives -2867.78987 Ha. The spin multiplicity is 1.

Each line ends with the Mulliken charge.
Element x y z (Å)
C -0.778 0.919 -0.245  -0.55
C 0.356 0.544 -1.031  -0.50
C 1.175 0.392 1.188  -1.28
C 0.115 -0.216 0.260  0.85
C -0.626 -1.624 0.218  0.05
F -0.244 -2.473 1.101  -0.18
Br -1.050 -2.492 -1.468  -0.16
H -0.893 1.890 0.106  0.25
H -1.788 0.658 -0.521  0.24
H 0.118 0.037 -1.909  0.22
H 1.086 1.319 -1.182  0.28
H 1.619 -0.251 1.830  0.44
H 0.909 1.296 1.652  0.34

Record 4
A single C3H3N3O molecule in a non-equilibrium geometry, computed with ωB97M-V with the def2-TZVPD basis set.

The maximum force comes out at 10.31 eV Å⁻¹. Its structure (SMILES) is O=Nn1ccnc1. Its highest occupied orbital energy (alpha / beta) is -0.37754 / -0.37759 Eh. The charge is 0. For the total energy, the calculation gives -355.44570 Ha. The spin multiplicity is 1.

Each line ends with the Mulliken charge.
Element x y z (Å)
C -0.856 -0.314 1.210  -0.49
C -0.832 0.530 0.143  -0.02
C 0.895 -0.859 0.226  -0.07
N 0.268 -1.053 1.311  -0.48
N 0.955 0.441 -1.591  -0.51
N 0.331 0.155 -0.559  0.65
O 0.354 1.617 -2.311  -0.43
H -1.591 -0.419 1.901  0.48
H -1.340 1.328 -0.329  0.47
H 1.815 -1.426 -0.001  0.39

Record 5
A 2-piece molecular cluster, C10H15N4 overall in a non-equilibrium geometry, computed with ωB97M-V with the def2-TZVPD basis set.

The maximum force comes out at 4.68 eV Å⁻¹. Its highest occupied orbital energy is -0.47105 Eh. The charge is +1. For the total energy, the calculation gives -608.66859 Ha. The spin multiplicity is 1.

Each line ends with the Mulliken charge.
Element x y z (Å)
C -1.580 0.052 -4.151  -0.28
C -1.363 1.338 -3.734  -0.66
C -1.930 -0.861 -3.188  -0.29
C -1.261 1.717 -2.400  -0.39
C -2.095 -0.503 -1.878  -0.22
C -1.738 0.808 -1.437  0.63
C -1.114 2.715 1.410  -0.08
C 1.988 -2.182 1.126  -0.56
C 1.309 -1.472 -0.122  -0.60
C 1.484 -0.752 1.150  -0.06
N -0.040 2.256 2.113  -0.32
N 0.276 -0.445 1.920  -0.69
N -1.811 1.024 -0.101  -0.19
N -1.386 2.045 0.368  -0.01
H -1.450 -0.493 -5.150  0.31
H -1.050 2.062 -4.399  0.42
H -2.068 -1.944 -3.522  0.28
H -1.074 2.761 -2.259  0.42
H -2.231 -1.307 -1.137  0.41
H -1.426 3.736 1.535  0.37
H 1.234 -2.895 1.488  0.23
H 3.002 -2.444 1.149  0.31
H 1.683 -0.961 -1.122  0.22
H 0.306 -1.768 -0.253  0.25
H 2.342 0.024 1.242  0.35
H 0.347 2.898 2.866  0.24
H 0.176 1.170 2.084  0.33
H 0.427 -0.549 2.999  0.32
H -0.465 -1.155 1.491  0.28

Record 6
A 3-piece molecular cluster, CH3NO2S2 overall in a non-equilibrium geometry, computed with ωB97M-V with the def2-TZVPD basis set.

The maximum force comes out at 1.77 eV Å⁻¹. Its structure (SMILES) is O=C=O.N=S.S. Its highest occupied orbital energy (alpha / beta) is -0.32501 / -0.32492 Eh. The charge is 0. For the total energy, the calculation gives -1041.46943 Ha. The spin multiplicity is 1.

Each line ends with the Mulliken charge.
Element x y z (Å)
C -3.609 1.034 0.011  0.70
N -1.374 -1.238 -0.576  -0.29
O -3.970 0.194 0.698  -0.35
O -3.293 1.880 -0.691  -0.35
S -0.500 -1.859 0.530  0.05
S 5.317 0.871 0.741  -0.28
H -1.781 -1.879 -1.260  0.25
H 4.079 1.268 0.459  0.14
H 5.131 -0.270 0.089  0.14

Record 7
C39H33AsCl3F10N6O9SSi2TeTi as an isolated structure in a non-equilibrium geometry, computed with ωB97M-V with the def2-TZVPD basis set.

The maximum force comes out at 4.48 eV Å⁻¹. Its highest occupied orbital energy (alpha / beta) is -0.06455 / -0.06448 Eh. The charge is -2. For the total energy, the calculation gives -9221.62755 Ha. The spin multiplicity is 2. The expectation value of S² is 0.754.

Each line ends with the Mulliken spin population.
Element x y z (Å)
Ti -0.024 0.598 0.326  0.14
C -5.739 -4.568 5.548  0.00
C -4.723 -4.045 4.564  0.00
C -3.575 -4.763 4.252  0.00
C -2.611 -4.243 3.398  0.00
C -2.797 -2.996 2.833  0.00
C -3.968 -2.286 3.085  0.00
C -4.914 -2.810 3.948  0.00
S -1.287 -0.898 2.615  0.00
O -1.781 -2.452 2.057  0.00
O -0.879 -1.099 3.996  0.00
N 0.068 -0.878 1.621  -0.01
C 0.987 -1.914 1.619  -0.02
C 1.068 -2.866 2.662  0.00
C 1.985 -3.883 2.574  0.00
C 2.822 -3.970 1.462  0.02
C 2.696 -2.991 0.507  0.04
N 1.818 -1.986 0.575  0.11
H -5.360 -5.443 6.078  0.00
H -6.666 -4.847 5.040  0.00
H -5.983 -3.801 6.285  0.00
H -3.415 -5.735 4.707  0.00
H -1.705 -4.794 3.174  0.00
H -4.135 -1.336 2.588  0.00
H -5.812 -2.238 4.157  0.00
H 0.420 -2.765 3.516  0.00
H 2.058 -4.615 3.369  0.00
H 3.545 -4.767 1.353  0.00
H 3.327 -2.992 -0.378  -0.05
O -4.032 -3.195 -1.945  0.00
C -3.271 -2.367 -1.559  0.00
C -3.547 -1.263 -0.529  0.00
O -4.594 -1.024 -0.019  0.00
C -2.238 -0.624 -0.352  0.01
C -1.264 -1.166 -1.169  0.00
O -0.072 -0.573 -1.078  0.04
C -1.798 -2.233 -2.008  0.00
O -1.312 -2.902 -2.878  0.00
O -1.876 0.378 0.417  0.01
F 0.567 2.255 -0.714  -0.03
As -0.086 2.447 -2.460  0.02
F 0.398 0.898 -3.124  -0.01
F 1.562 2.892 -2.880  0.01
F -0.715 2.821 -4.008  0.00
F -0.331 4.067 -2.011  0.00
F -1.516 1.677 -1.966  0.00
F -1.996 3.400 0.070  0.00
C -3.326 3.411 0.301  0.00
C -4.156 3.840 -0.714  0.00
F -3.591 4.166 -1.885  0.00
C -5.546 3.937 -0.563  0.00
C -5.990 3.529 0.702  0.00
C -5.148 3.114 1.710  0.00
F -5.712 2.787 2.885  0.00
C -3.764 3.026 1.555  0.00
C -2.842 2.543 2.607  0.00
C -1.564 2.143 2.344  0.00
N -0.455 1.791 2.114  0.00
C -3.246 2.374 3.964  0.00
N -3.553 2.278 5.075  0.00
F -7.305 3.567 0.986  0.00
C -6.425 4.447 -1.591  0.00
C -5.967 5.046 -2.793  0.00
N -5.686 5.588 -3.780  0.00
C -7.840 4.479 -1.473  0.00
N -8.998 4.552 -1.451  0.00
C 1.995 -2.976 -3.134  0.03
Si 3.403 -1.996 -3.853  0.04
C 3.431 -2.269 -5.716  0.01
C 5.055 -2.581 -3.149  0.00
C 3.344 -0.121 -3.546  0.04
Te 2.717 0.135 -1.507  0.33
C 4.682 0.812 -1.024  0.04
Si 5.023 2.645 -1.410  0.05
C 6.765 2.948 -0.753  0.01
C 5.043 2.950 -3.261  0.00
C 3.872 3.832 -0.565  0.01
H 2.265 -4.027 -3.001  0.00
H 1.113 -2.939 -3.773  0.00
H 1.679 -2.592 -2.160  0.01
H 3.656 -3.317 -5.941  0.00
H 4.177 -1.646 -6.218  0.00
H 2.452 -2.040 -6.147  0.00
H 5.192 -3.652 -3.320  0.00
H 5.106 -2.403 -2.068  0.00
H 5.898 -2.058 -3.612  0.00
H 2.599 0.356 -4.184  0.01
H 4.320 0.334 -3.693  0.00
H 5.377 0.178 -1.579  0.02
H 4.833 0.637 0.043  0.00
H 7.505 2.284 -1.212  0.00
H 6.809 2.803 0.330  0.00
H 7.068 3.979 -0.963  0.00
H 5.734 2.286 -3.789  0.00
H 5.347 3.981 -3.464  0.00
H 4.042 2.814 -3.681  0.00
H 3.834 3.671 0.514  0.00
H 2.852 3.743 -0.944  0.01
H 4.197 4.862 -0.736  0.00
Cl 2.131 0.574 4.289  0.00
C 3.272 0.991 2.993  0.00
Cl 4.522 2.090 3.573  0.00
Cl 4.042 -0.500 2.421  0.00
C 2.373 1.706 1.904  0.00
O 2.195 2.881 2.035  0.00
O 1.898 0.900 0.991  0.10

Record 8
A 2-piece molecular cluster, ClN3O2 overall in a non-equilibrium geometry, computed with ωB97M-V with the def2-TZVPD basis set.

The maximum force comes out at 4.43 eV Å⁻¹. Its structure (SMILES) is N#[N+][O-].O=NCl. Its highest occupied orbital energy is -0.39210 Eh. The charge is 0. For the total energy, the calculation gives -774.78208 Ha. The spin multiplicity is 1.

Each line ends with the Mulliken charge.
Element x y z (Å)
N 1.452 0.702 -1.137  -0.29
N -1.548 0.175 -0.245  0.32
N 1.636 0.055 -0.285  0.83
O 1.894 -0.638 0.601  -0.54
O -0.662 0.617 0.382  -0.25
Cl -3.189 0.647 0.073  -0.08